No. 1
Below is a structure of composition C6H28B2ClCrMgO6S at a distorted geometry, with properties calculated with ωB97M-V/def2-TZVPD.

```
46
Properties=species:S:1:pos:R:3:lowdin_spin:R:1
Cr -2.123 2.651 0.289 3.846
Mg -1.596 -1.448 1.657 0.004
Cl -3.727 2.506 2.219 -0.001
B -3.527 -0.792 2.843 0.001
H -2.691 -0.144 3.056 0.001
H -4.269 -0.255 2.272 0.000
H -3.175 -1.680 2.341 0.000
H -3.928 -1.170 3.770 0.000
B -1.488 0.293 0.582 0.042
H -2.322 -0.382 0.462 0.003
H -1.535 0.886 1.482 0.008
H -0.596 -0.313 0.634 0.006
H -1.498 0.904 -0.307 0.009
O 4.352 -2.035 1.064 0.000
S 3.822 -1.577 -0.211 0.000
O 4.577 -0.686 -1.107 0.000
O 3.356 -2.970 -1.032 0.000
C 4.305 -3.889 -1.576 0.000
C 4.362 -5.122 -0.646 0.000
C 2.178 -0.895 0.123 0.000
H 5.291 -3.426 -1.619 0.000
H 3.960 -4.115 -2.585 0.000
H 4.778 -4.847 0.324 0.000
H 5.089 -5.769 -1.137 0.000
H 3.377 -5.562 -0.490 0.000
H 1.721 -1.523 0.888 0.000
H 1.614 -0.997 -0.804 0.000
H 2.189 0.126 0.503 0.000
C 0.566 2.480 1.981 0.002
O -0.481 3.240 1.494 0.023
H 1.381 3.098 2.357 -0.001
H 0.302 1.735 2.732 0.000
H 0.975 1.943 1.125 0.000
H -0.505 4.057 1.998 0.003
C -4.150 2.023 -2.360 0.002
O -3.689 1.870 -1.022 0.024
H -5.159 1.694 -2.609 0.000
H -4.098 3.099 -2.523 0.001
H -3.508 1.436 -3.017 0.000
H -4.202 1.131 -0.685 0.001
C -0.050 2.056 -2.207 0.003
O -0.429 3.240 -1.448 0.019
H -0.870 1.407 -2.513 0.001
H 0.361 2.420 -3.149 0.000
H 0.700 1.522 -1.623 0.000
H 0.361 3.781 -1.526 0.000
```

Calculated values
- HOMO-LUMO gap (alpha / beta): 6.605 / 6.763 eV
- Total charge: +1
- 2S+1: 5
- Relative energy (zero: lowest compared OMol25 entry of this formula, charge and spin): 0.0 kJ/mol

No. 2
Below is a cluster of 8 separate species, C6H28O8 in total at a distorted geometry, with properties calculated with ωB97M-V/def2-TZVPD.

```
42
Properties=species:S:1:pos:R:3:mulliken_charge:R:1
C -2.835 -0.013 -3.177 -0.278
O -3.603 -0.705 -2.190 -0.546
H -1.975 0.478 -2.714 -0.047
H -2.564 -0.717 -3.965 0.251
H -3.462 0.777 -3.591 0.301
H -3.083 -1.475 -1.920 0.319
C -0.204 -2.669 -1.273 -0.543
O -1.322 -1.895 -0.826 -0.399
H 0.757 -2.447 -0.803 0.125
H -0.457 -3.691 -0.973 0.290
H -0.095 -2.585 -2.355 0.234
H -1.016 -1.175 -0.246 0.322
C 1.091 1.249 -2.636 -0.167
O 0.837 1.867 -3.893 -0.547
H 1.873 0.483 -2.749 0.300
H 1.397 1.985 -1.886 0.211
H 0.246 0.652 -2.293 -0.137
H 1.676 2.229 -4.190 0.301
C 1.099 -2.407 2.399 -0.183
O 2.234 -2.704 3.192 -0.556
H 1.012 -1.347 2.148 -0.016
H 1.154 -2.997 1.481 0.135
H 0.168 -2.703 2.886 0.320
H 2.939 -3.005 2.619 0.305
C -0.599 0.786 3.983 -0.595
O -0.495 1.678 2.855 -0.542
H -1.262 1.253 4.720 0.334
H -1.182 -0.061 3.627 0.245
H 0.366 0.576 4.435 0.265
H -0.255 2.551 3.175 0.265
C 3.656 0.838 0.272 -0.660
O 2.721 -0.233 0.310 -0.411
H 3.541 1.412 1.197 0.284
H 4.648 0.382 0.303 0.244
H 3.642 1.446 -0.637 0.252
H 1.825 0.132 0.281 0.288
O -3.680 3.021 0.689 -0.610
H -2.810 3.323 0.410 0.295
H -4.226 3.087 -0.103 0.315
O -0.528 0.508 0.343 -0.400
H -0.707 1.297 -0.178 0.162
H -0.521 0.820 1.275 0.274
```

Calculated values
- HOMO-LUMO gap: 9.709 eV
- Total charge: 0
- Structure (SMILES): CO.CO.CO.CO.CO.CO.O.O
- Relative energy (zero: lowest compared OMol25 entry of this formula, charge and spin): 403.5 kJ/mol

No. 3
Below is a cluster of 10 separate species, C6H28O9 in total at a distorted geometry, with properties calculated with ωB97M-V/def2-TZVPD.

```
43
Properties=species:S:1:pos:R:3:mulliken_charge:R:1
C 2.129 -2.512 -1.855 -0.847
C 2.104 -2.419 -0.529 -0.270
C 1.284 -1.351 0.123 0.904
C 2.012 -0.239 0.859 0.851
C 3.142 -0.403 1.538 -1.041
C 1.168 1.005 0.912 -1.499
H 1.425 -1.920 -2.431 0.168
H 2.836 -3.093 -2.424 0.305
H 2.704 -3.106 0.056 0.341
H 0.573 -1.757 0.846 -0.263
H 0.680 -0.837 -0.618 -0.295
H 3.626 0.367 2.110 0.341
H 3.643 -1.359 1.410 0.245
H 0.135 0.785 0.662 0.365
H 1.511 1.808 0.261 0.349
H 1.104 1.467 1.901 0.417
O -1.057 -4.124 1.361 -0.621
H -0.946 -3.243 1.738 0.287
H -1.110 -3.958 0.412 0.340
O -1.489 -2.002 -0.499 -0.512
H -2.040 -2.345 -1.214 0.328
H -1.726 -1.071 -0.515 0.078
O -2.462 -0.152 -2.602 -0.528
H -2.802 -0.028 -1.705 0.337
H -3.273 -0.323 -3.096 0.271
O -3.626 1.654 -0.616 -0.674
H -3.305 2.538 -0.399 0.319
H -3.537 1.120 0.183 0.332
O -1.549 1.075 2.873 -0.621
H -0.832 1.685 2.683 0.311
H -1.148 0.229 3.103 0.339
O -0.994 4.183 0.024 -0.621
H -0.360 4.244 0.744 0.262
H -0.475 3.940 -0.764 0.391
O 1.014 3.429 -1.700 -0.678
H 1.692 3.901 -2.189 0.276
H 0.683 2.704 -2.254 0.427
O 0.303 -1.102 3.659 -0.597
H -0.048 -1.612 4.394 0.269
H 1.162 -1.447 3.399 0.303
O -0.378 1.591 -3.392 -0.706
H -0.527 0.672 -3.140 0.295
H -1.247 2.006 -3.310 0.322
```

Calculated values
- HOMO-LUMO gap: 9.481 eV
- Total charge: 0
- Structure (SMILES): C=CCC(=C)C.O.O.O.O.O.O.O.O.O
- Relative energy (zero: lowest compared OMol25 entry of this formula, charge and spin): 187.4 kJ/mol

No. 4
Below is a structure of composition C6H29AsF6O8 at a distorted geometry, with properties calculated with ωB97M-V/def2-TZVPD.

```
50
Properties=species:S:1:pos:R:3:mulliken_charge:R:1
O 0.266 0.902 -0.751 0.012
H 0.372 1.391 -1.570 0.461
H 1.055 0.993 -0.212 0.374
H 0.045 -0.019 -0.908 0.327
As -1.244 3.017 2.688 1.954
F 0.022 3.052 4.022 -0.513
F -0.553 1.529 2.041 -0.379
F -2.477 2.915 1.322 -0.512
F -1.940 4.569 3.236 -0.485
F -0.052 3.985 1.689 -0.513
F -2.423 2.176 3.812 -0.502
O 2.597 1.417 0.347 -0.639
H 3.387 0.898 0.194 0.257
H 2.744 1.833 1.197 0.291
O 1.512 -1.965 0.026 -0.669
H 0.933 -2.562 -0.447 0.231
H 1.378 -2.182 0.949 0.289
O 3.699 3.425 -1.402 -0.623
H 4.508 3.741 -0.999 0.291
H 3.216 3.019 -0.682 0.365
O 2.833 -0.474 -1.731 -0.586
H 3.703 -0.417 -1.335 0.253
H 2.428 -1.233 -1.313 0.419
O 0.477 2.174 -2.952 -0.568
H 0.848 3.054 -2.879 0.272
H 0.714 1.887 -3.834 0.266
C 0.463 -1.072 3.398 -0.861
C -0.412 -2.310 2.900 0.227
C -1.487 -1.896 1.904 -0.976
O 0.406 -3.229 2.371 -0.615
H 0.004 -0.484 4.193 0.411
H 0.761 -0.462 2.546 -0.123
H 1.425 -1.381 3.807 0.366
H -0.917 -2.719 3.775 0.286
H -2.157 -1.119 2.273 0.434
H -2.118 -2.714 1.559 0.506
H -1.037 -1.527 0.983 0.066
H -0.145 -3.870 1.916 0.360
C -1.238 -1.117 -3.923 -1.333
C -1.726 -0.720 -2.473 0.346
C -3.018 -1.250 -1.885 -1.389
O -0.716 -1.355 -1.707 -0.612
H -1.986 -0.772 -4.637 0.416
H -1.352 -2.200 -3.980 0.355
H -0.235 -0.719 -4.076 0.297
H -1.655 0.362 -2.361 0.348
H -3.092 -2.312 -2.119 0.375
H -3.834 -0.775 -2.428 0.396
H -3.164 -1.175 -0.807 0.308
H -0.820 -2.308 -1.737 0.342
```

Calculated values
- HOMO-LUMO gap: 10.234 eV
- Total charge: 0

No. 5
Below is a cluster of 7 separate species, C6H29N2O6 in total at a distorted geometry, with properties calculated with ωB97M-V/def2-TZVPD.

```
43
Properties=species:S:1:pos:R:3:mulliken_charge:R:1
C 3.115 -0.379 -0.031 -0.683
N 1.874 -0.715 0.674 -0.186
C 1.264 0.366 1.466 -0.898
C 0.016 -0.359 2.164 0.290
C -0.805 -0.989 1.065 -0.785
C -0.823 0.801 2.773 -1.251
C 2.894 -0.299 -1.562 -0.566
N 1.465 -0.499 -2.027 -0.016
H 3.722 0.488 0.264 0.297
H 3.769 -1.254 0.105 0.444
H 1.837 -1.589 1.191 0.268
H 1.006 1.254 0.876 0.311
H 1.890 0.691 2.318 0.448
H 0.447 -0.977 2.945 0.494
H -0.471 -2.000 0.752 0.131
H -1.860 -1.106 1.327 0.511
H -0.872 -0.375 0.156 0.004
H -0.870 1.573 2.006 0.149
H -0.310 1.143 3.695 0.378
H -1.855 0.470 2.892 0.413
H 3.637 -0.905 -2.078 0.374
H 3.107 0.750 -1.897 0.338
H 1.323 -0.097 -2.958 0.397
H 1.445 -1.481 -2.320 0.284
H 0.771 -0.234 -1.327 -0.025
H -1.718 0.343 -2.049 0.262
H -1.247 1.613 -1.323 0.284
O -0.921 0.828 -1.815 -0.549
H -3.287 3.248 1.421 0.305
H -2.254 3.589 2.543 0.310
O -2.490 3.754 1.623 -0.684
H -1.624 3.713 0.207 0.389
H -0.267 3.901 -0.729 0.276
O -1.177 3.604 -0.685 -0.683
H 0.124 -4.176 -0.783 0.277
H 1.376 -3.954 -0.974 0.291
O 0.891 -4.252 -0.177 -0.598
H -1.199 -4.033 -2.422 0.326
H -1.062 -2.961 -3.363 0.310
O -0.511 -3.671 -3.001 -0.630
H -3.992 1.436 -0.937 0.282
H -3.054 1.033 0.319 0.338
O -3.304 1.710 -0.325 -0.626
```

Calculated values
- HOMO-LUMO gap: 9.342 eV
- Total charge: +1
- Relative energy (zero: lowest compared OMol25 entry of this formula, charge and spin): 291.1 kJ/mol

No. 6
Below is a cluster of 8 separate species, C6H29NO8 in total at a distorted geometry, with properties calculated with ωB97M-V/def2-TZVPD.

```
44
Properties=species:S:1:pos:R:3:lowdin_spin:R:1
C -0.705 0.062 2.537 0.075
N -0.194 -0.540 1.272 0.568
C -0.734 0.003 0.040 0.091
C -0.820 -1.027 -1.159 0.005
C 0.599 -1.303 -1.808 0.007
C 0.334 -1.727 -3.275 0.001
C -2.186 0.523 0.249 0.086
O -1.820 1.865 0.658 0.062
H -1.763 0.340 2.572 0.035
H -0.327 1.038 2.685 0.015
H -0.510 -0.655 3.402 -0.001
H -0.351 -1.586 1.266 0.014
H -0.030 0.743 -0.254 0.017
H -1.403 -0.438 -1.878 0.002
H -1.313 -2.049 -0.811 0.000
H 1.253 -2.007 -1.248 0.002
H 1.285 -0.322 -1.996 0.000
H -0.519 -2.513 -3.192 0.000
H 0.018 -0.925 -3.868 0.000
H 1.131 -2.402 -3.611 0.000
H -2.910 0.560 -0.518 0.003
H -2.610 -0.029 1.114 0.003
H -2.097 2.490 -0.128 0.001
H -0.780 -3.688 0.997 0.000
H -0.769 -4.092 2.339 0.000
O -1.340 -3.531 1.824 0.003
H 1.764 2.508 -0.896 0.000
H 1.870 2.437 -2.372 0.000
O 1.323 2.457 -1.758 0.001
H 1.796 -1.911 0.870 0.002
H 3.146 -2.375 1.536 0.000
O 2.263 -2.673 1.102 0.007
H 1.880 3.100 1.073 0.000
H 2.329 1.606 0.907 0.000
O 2.584 2.469 0.952 0.000
H -0.315 2.945 -1.432 0.000
H -1.311 3.636 -2.360 0.000
O -1.144 3.519 -1.429 0.000
H 0.035 -3.864 -1.629 0.000
H 1.204 -3.898 -0.679 0.000
O 0.456 -4.382 -0.995 0.000
H 0.041 3.156 2.362 0.000
H -0.207 4.236 1.137 0.000
O 0.415 3.844 1.671 0.001
```

Calculated values
- HOMO-LUMO gap (alpha / beta): 11.465 / 5.938 eV
- Total charge: +1
- 2S+1: 2
- Relative energy (zero: lowest compared OMol25 entry of this formula, charge and spin): 326.5 kJ/mol

Question: total charge of number 2 (C6H28O8)?
Answer: 0